Below is C73H63AsF6HgN12O25 as an isolated structure in a non-equilibrium geometry, with properties calculated with wB97M-V/def2-TZVPD.

Structure (XYZ):
```
181
Properties=species:S:1:pos:R:3:forces:R:3:mulliken_charge:R:1
O 1.287454 1.285636 -5.337959 -0.1 0.8 0.2 -0.33
O -1.424317 -2.011057 4.066725 -1.5 -0.4 3.4 -0.36
N -0.666051 -3.768916 -1.070573 0.7 0.4 -0.1 0.48
C -1.431054 6.629989 -4.463841 -0.2 0.2 -0.7 -0.44
H -3.429554 -4.278742 -4.745671 0.1 -0.3 -0.1 0.36
H 2.524427 3.110583 -2.204052 0.0 0.3 0.6 0.46
H 2.564344 -5.966224 5.418937 0.4 0.3 0.3 0.47
C -0.949872 2.218211 7.723122 -1.4 1.0 0.0 -0.54
F -3.348304 -6.933473 2.195512 1.3 1.8 0.8 -0.51
H -2.923282 3.204912 7.499791 0.2 0.2 0.3 0.42
N 5.245812 -0.023777 -4.111743 1.6 0.4 -1.0 1.06
O -0.707784 0.315266 3.116346 -0.9 2.3 2.8 0.17
H -2.895520 3.777772 -3.301258 -0.3 0.2 -0.2 0.34
H -3.703133 -1.159529 7.058513 -0.1 0.0 0.3 0.56
C -2.313078 6.749557 0.289367 0.9 0.1 -0.5 -0.50
H 4.383264 4.201506 -7.507825 0.2 0.0 -0.2 0.38
C -4.691680 -0.358631 0.785452 -0.1 1.0 -0.5 -0.89
C -2.223593 -0.760843 -5.395949 -0.8 1.3 0.8 -0.65
H 1.243472 4.659113 -3.753420 0.1 -0.3 -0.4 0.47
H 0.574147 0.492475 5.358443 -0.3 -0.2 -0.5 0.21
C -2.481920 5.758119 -4.129646 0.3 0.0 0.9 -0.21
C -1.182013 5.954220 0.382079 0.5 -0.3 -0.1 -0.45
As -2.423501 -5.350410 2.208687 -1.4 -1.4 -0.4 1.83
H -2.958731 0.978403 0.706290 0.1 -0.3 0.5 -0.23
C -3.997993 0.857501 0.438463 0.9 -2.3 0.4 1.17
O 0.629232 0.009678 -6.932122 0.5 1.0 -0.1 -0.57
C 4.611422 -3.631247 -2.884051 -1.4 0.7 0.1 -0.74
C -3.751509 1.296388 -4.302192 -0.5 0.4 -0.1 -0.55
H -0.769962 1.868158 -0.093329 -0.1 0.6 0.2 0.05
H -4.129440 5.663147 2.837695 0.0 -0.1 0.2 0.42
O 1.229506 -3.816985 2.456757 0.3 -1.0 0.4 -0.33
C 4.687982 -7.286772 3.121486 -0.3 0.5 -0.5 -0.42
H -1.578843 7.639800 -4.817187 -0.6 0.0 0.1 0.46
C -2.255605 -1.218347 8.692692 -0.1 -1.2 0.9 -0.60
H -2.338708 7.505235 -0.481794 -0.1 0.0 -0.1 0.46
H -4.311154 2.113741 -3.871899 -0.2 0.0 0.0 0.41
H -6.210070 2.307450 -1.582619 -0.3 0.0 -0.1 0.50
C 4.411260 -3.371984 -1.498437 1.5 0.0 -1.4 -0.30
C -2.851654 -2.538905 -1.340480 1.3 0.6 -0.8 1.01
C 3.124452 -6.093961 4.504405 -1.3 -0.3 -0.5 -0.68
H -0.649947 -1.598498 10.192746 -0.4 0.2 0.1 0.45
C 2.957490 2.688946 -7.093071 0.6 -0.2 0.2 0.01
H -2.333679 1.300408 -2.714638 -0.1 0.0 0.3 0.68
O -2.365474 1.638329 2.991971 0.1 0.0 1.8 -0.42
N 2.567590 -1.211514 3.931527 -0.1 -0.8 1.0 0.81
H 1.885358 1.134215 2.658321 -0.1 0.0 0.0 0.54
C 4.530360 0.889094 -0.522886 0.2 0.6 -2.2 -0.30
N 1.337598 0.905532 -6.482355 0.9 -1.9 -1.1 0.95
H -0.468772 3.103452 -3.260564 -0.8 -0.4 0.1 0.48
O 6.166457 -0.825819 -3.877124 -1.8 1.0 -0.7 -0.58
C -2.209668 4.924600 2.293433 2.3 -1.4 -0.9 0.01
C 5.043099 1.447994 4.970894 -0.7 1.6 -1.3 -0.54
H 5.628824 -7.815638 3.082296 -0.2 -0.5 -0.3 0.38
C 3.269856 0.117664 3.999827 0.3 0.0 -1.1 -0.16
C 3.588155 -3.355817 -3.823338 0.8 -0.7 1.8 -0.85
C 2.169729 -2.652256 -1.989718 0.8 0.7 1.0 0.63
H -4.615738 -1.429764 -1.733237 -0.2 0.0 -0.2 0.22
O -1.875818 -2.406217 -7.050617 -0.1 1.4 1.5 -0.73
H 5.583242 2.874095 -9.239952 0.1 -0.2 -0.2 0.37
C -4.117195 0.776038 -5.530262 0.6 0.3 0.5 -0.97
F -0.877675 -6.246509 2.042426 -1.2 0.8 0.4 -0.48
H -2.174155 4.149575 3.044745 -0.1 0.1 0.2 0.29
H 0.923711 -2.491720 8.438729 0.0 0.0 0.3 0.46
H 2.642532 -5.530812 1.175654 -0.5 0.5 0.2 0.42
N -1.507531 1.102967 3.690583 0.7 -0.8 -3.4 0.24
H 0.266967 -2.644325 6.190521 -0.4 -0.1 -0.6 0.48
H 5.873158 1.504244 5.659550 0.2 0.0 -0.1 0.41
C -6.026740 -0.521505 0.394931 -0.1 1.2 -1.3 -0.34
H -3.058631 -0.990140 9.377879 0.3 0.6 0.5 0.43
C 2.373370 -2.849034 -3.353638 0.3 -1.3 0.2 -1.08
O 1.053349 4.289097 0.727324 -1.7 -0.1 1.6 -0.58
H 4.816467 -0.541941 5.401447 -0.1 -0.7 -0.6 0.39
O -4.849491 -1.993027 2.431439 1.5 0.8 -1.7 -0.54
H -3.955892 2.736228 -0.537686 -0.1 0.0 -0.4 0.74
C 3.263086 2.358226 -1.970109 0.2 -0.1 -1.0 -0.14
O -4.818854 5.521675 -3.782085 -0.8 -2.3 1.5 -0.59
C -5.799520 1.576753 -0.901491 -0.6 -0.8 0.1 -0.51
C -3.304987 5.753332 2.145929 0.1 -2.9 3.2 -0.72
C -2.323544 2.310087 5.707204 1.0 -0.8 -0.4 -0.54
O 0.158839 -4.545238 -1.555343 -1.3 0.6 0.5 -0.69
C 4.457241 0.216640 4.721812 -0.4 0.4 1.6 -0.77
H 0.675195 6.895859 -4.745762 0.0 0.1 0.0 0.44
C 2.494922 1.404535 -7.337807 1.4 -0.4 -1.3 -0.10
C 2.561270 -5.488219 3.364996 1.1 -1.2 0.0 0.17
O -0.617711 -2.448583 -5.330422 0.1 0.6 0.8 -0.48
O 4.038616 -2.638645 1.132143 -1.7 0.4 -1.3 -0.67
F -1.517786 -3.819725 2.006334 -0.7 -0.9 0.6 -0.48
C 3.214362 -2.885332 -1.038164 -1.6 0.9 -1.3 -0.49
C 3.214058 0.607956 -8.313015 -0.8 0.5 0.4 -0.28
F -2.194818 -5.203022 3.969219 -0.3 -0.4 -1.5 -0.50
O -2.823927 -1.531815 1.699065 -2.6 0.3 -0.5 0.17
H -3.181980 2.708754 5.187057 0.0 -0.3 -0.2 0.57
O 2.035498 -1.865060 0.768297 1.5 -0.6 -1.2 0.18
C -0.501205 -2.263796 6.847416 0.5 -0.1 1.2 -0.17
H 0.914912 1.278015 0.096793 0.3 0.7 -0.4 -0.28
H 2.524787 3.265266 -6.288695 -0.2 0.1 -0.1 0.41
C -6.558967 0.416976 -0.532592 1.9 1.1 0.8 -0.84
H -0.728153 2.444192 8.755677 -0.6 0.4 0.2 0.41
C 4.745503 2.413086 -8.737874 -0.4 1.0 1.4 -0.38
C -0.213175 1.079473 5.807856 0.4 -0.4 -1.2 0.48
H 2.948031 3.312418 2.987428 0.0 0.3 0.3 0.34
H -5.112500 -2.774040 -3.920712 0.0 0.2 0.0 0.46
N -2.217326 -2.208627 5.044928 1.1 0.0 -1.2 0.68
H 4.425989 -7.120288 1.002496 -0.2 0.3 -0.2 0.45
C 4.363928 1.097149 -8.972872 -1.4 1.1 0.6 -0.69
O 0.965999 -4.269992 4.531590 -0.1 -0.6 0.4 -0.57
H -4.177270 7.318894 1.072863 -0.2 0.0 0.1 0.41
H 4.634532 -7.521420 5.214983 -0.2 0.2 0.3 0.40
H 3.406631 2.435558 0.235873 -0.4 0.8 -0.3 0.37
N 1.475098 -4.492991 3.463844 0.3 1.3 -0.7 0.80
C 0.213779 4.898834 -3.974047 -0.9 2.2 -0.4 -0.51
C 5.006159 0.206464 -1.666122 0.1 0.5 1.2 -0.23
H 2.851652 -0.355880 -8.638715 -0.2 -0.2 0.4 0.45
C 4.622369 0.615425 -2.944107 -0.1 0.0 1.1 -0.37
C 4.526272 2.630157 4.340562 -1.0 -1.8 -0.3 -0.77
H 1.256561 -2.200609 -1.631189 -0.1 -0.1 0.1 0.48
N 0.137505 4.180214 1.563572 0.7 -1.5 0.6 1.11
N -4.064928 -1.431654 1.659410 -0.2 0.9 1.9 0.73
C -2.166073 4.473470 -3.688940 0.2 -0.1 0.2 0.21
C 4.075765 3.200236 -7.771075 -0.5 -1.2 -0.4 -0.63
C 4.050319 -6.787203 1.958708 1.5 -0.8 1.9 -0.72
H -4.962193 1.252057 -6.005434 0.0 -0.4 -0.4 0.43
C -2.657853 0.833776 -3.633095 1.6 -0.6 0.3 -0.07
H 1.556043 -2.893481 -4.058193 -0.3 0.8 0.1 0.49
H 5.014285 3.593537 4.352885 0.1 0.0 0.5 0.43
H -2.620228 -1.923869 -0.483412 0.1 -0.3 0.2 -0.60
H 0.907422 1.241446 7.667274 0.1 -0.2 -0.3 0.49
F -4.018327 -4.502264 2.309990 2.0 -0.7 0.1 -0.48
O 1.386495 -1.158301 3.596875 1.0 0.2 0.2 0.22
C 3.042165 -5.880615 2.116050 -0.9 0.6 -1.1 -0.11
F -2.618731 -5.412659 0.467606 0.3 0.4 0.3 -0.48
C -0.974211 -1.647997 9.163767 -0.1 -0.1 -1.7 -0.72
C 3.340138 2.501859 3.583782 0.7 -1.7 -1.0 -0.94
H -0.377131 6.145835 -0.312075 0.2 -0.3 0.0 0.45
H -1.441313 -4.836375 -3.546887 0.3 0.0 0.5 0.53
N 3.060150 -2.432943 0.381828 1.0 -0.2 1.2 0.54
C -2.124508 -4.147954 -3.071792 0.8 1.6 1.8 -1.06
H -7.568130 0.263924 -0.885523 0.0 0.1 -0.1 0.44
C -1.796914 -1.957724 6.454011 1.0 0.6 0.9 0.18
C 3.729210 2.035555 -0.714043 0.0 -1.9 1.3 -0.88
H -0.040042 1.035578 -1.439616 0.4 0.0 -0.4 -0.14
H 5.554461 -4.012658 -3.246827 0.1 0.0 0.2 0.42
C -3.256746 -3.822631 -3.782083 -0.7 -0.3 -0.6 -0.54
C 4.172336 -7.020924 4.376967 -0.3 0.9 -0.4 -0.65
O -0.490916 -0.157080 0.152301 -0.6 -1.0 0.0 -1.17
Hg -0.309021 -1.631075 1.896452 -0.1 0.2 -1.7 4.88
C -4.514083 1.822444 -0.396913 -1.6 -1.1 0.5 -1.15
H 3.732740 -3.666129 -4.847640 -0.1 0.3 -0.2 0.48
N -1.513427 -1.928331 -5.954184 -0.2 -1.3 -1.9 1.27
H 5.758312 -0.540833 -1.460671 -0.2 -0.3 -0.6 0.45
H 4.882576 0.595923 -9.776710 -0.2 -0.6 0.2 0.44
C -1.094644 4.973615 1.375712 -1.9 1.3 1.0 0.06
C -4.212928 -2.939845 -3.346546 0.6 2.0 2.7 -0.88
C -2.127445 2.651728 7.023323 1.0 -0.6 0.8 -0.83
N -3.948028 6.254507 -4.108536 1.6 0.2 -1.9 1.01
O 4.954511 0.406793 -5.244793 0.2 -1.1 1.9 -0.60
C -0.083429 -2.168322 8.220825 -1.6 0.7 -1.3 -0.69
C -2.714946 -1.418071 7.409257 1.6 -0.6 -1.8 -0.69
C -1.842270 -0.181420 -4.141195 -0.9 -0.8 -1.7 0.17
C -0.822662 4.054108 -3.631262 0.4 0.5 0.0 -0.23
H -3.696255 -0.577884 -7.050341 0.5 -0.5 -0.1 0.54
C -1.879177 -3.432278 -1.838538 -1.3 -1.7 -1.7 0.25
O 3.093285 -2.241456 4.359995 -0.2 1.9 -0.8 -0.59
H -0.982921 -0.533423 -3.589821 0.0 -0.1 -0.1 0.84
O -4.196261 7.319746 -4.614195 1.0 1.4 -0.1 -0.60
C -0.109167 6.215029 -4.449700 0.0 -1.8 0.9 -0.79
O -3.335159 -2.624044 4.949758 -0.1 0.2 -0.4 -0.46
O 0.178944 3.405395 2.559996 0.0 1.8 -2.3 -0.49
C -3.949849 -2.191089 -2.111909 -0.4 -2.1 -1.8 -0.16
O -0.477145 -3.158813 -0.021578 0.0 -0.6 -1.4 0.33
H 3.432701 1.928493 -4.093726 -0.2 0.1 0.0 0.30
C -0.059540 1.082583 -0.350803 -0.2 -1.6 1.5 -0.26
H 4.875050 0.593779 0.457105 -0.1 0.0 0.1 0.50
C -3.342648 -0.227758 -6.091816 0.1 -0.5 0.2 -0.90
C -1.358409 1.453608 5.099277 0.0 0.8 0.8 -0.20
C 0.022569 1.496191 7.102882 -0.6 -0.1 -0.2 -0.84
C 3.739259 1.676638 -3.089240 0.2 -0.5 -0.3 -0.09
C 2.750649 1.222102 3.298604 0.8 0.5 1.8 0.76
C -3.344224 6.641954 1.191925 -0.6 3.0 -3.2 -0.50
H 5.313015 -3.405840 -0.905055 -0.3 -0.3 0.5 0.61
H -6.730942 -1.296623 0.658915 0.7 -0.5 0.4 0.54
```
Forces are in eV/Å.

Results
HOMO-LUMO gap = 6.5 eV
Lowest unoccupied orbital energy = -0.0536 Ha
Largest force on an atom = 4.43 eV/A
Calculated total energy = -8344.80184 Eh
HOMO energy = -7.95 eV
2S+1 = 1